Entry 1:
C23H22O3Tc | ωB97M-V with the def2-TZVPD basis set

The geometry in XYZ format:
```
49
Properties=species:S:1:pos:R:3:forces:R:3
Tc -0.0397 -1.0090 -1.0256 0.36 -0.90 -0.28
C -2.4617 -1.1624 -3.6881 0.06 -0.01 0.03
C -1.3286 -1.8198 -2.9640 -0.14 0.39 0.03
C -0.0009 -1.6709 -3.3950 -0.04 0.07 -0.15
C 1.0589 -2.3399 -2.7644 0.26 0.39 0.24
C 0.7975 -3.2157 -1.7007 0.24 0.00 0.28
C -0.5154 -3.3891 -1.2704 -0.09 -0.20 0.15
C -1.5589 -2.6580 -1.8490 -0.18 0.10 0.30
H -2.7413 -1.8084 -4.5260 -0.01 0.00 0.01
H -2.1749 -0.1981 -4.1044 0.02 -0.01 0.02
H -3.3395 -1.0431 -3.0568 0.02 0.00 0.02
H 0.2073 -1.0257 -4.2415 0.02 0.08 0.08
H 2.0716 -2.2146 -3.1270 0.00 0.05 0.05
H 1.6026 -3.7798 -1.2490 0.02 0.05 0.05
H -0.7314 -4.0888 -0.4738 0.02 0.07 0.09
H -2.5749 -2.8059 -1.5068 -0.01 0.06 0.05
C 1.1214 6.6457 -1.5053 -0.08 -0.14 -0.02
O 0.7557 5.2796 -1.9214 0.08 0.28 0.01
C 0.7693 4.3046 -1.0934 0.01 0.20 -0.04
C 1.1104 4.4443 0.2899 -0.02 -0.07 -0.03
C 1.1097 3.3494 1.0690 -0.04 -0.12 0.05
C 0.8144 2.0211 0.5505 -0.08 0.23 -0.17
C 0.8851 0.9607 1.3822 0.00 -0.29 0.15
C 0.9523 0.9634 2.8600 0.12 -0.16 -0.06
O 0.9745 -0.3187 0.7805 -0.12 -0.43 -0.04
C 0.4300 1.9442 -0.8581 0.11 -0.85 0.15
O -0.0288 0.7906 -1.4162 -0.31 0.66 -0.17
C 0.3990 3.0360 -1.6323 0.03 0.45 -0.30
H 1.1185 7.2255 -2.4168 -0.03 -0.01 -0.11
H 2.1125 6.6355 -1.0626 0.06 -0.02 -0.02
H 0.3706 7.0155 -0.8127 -0.04 -0.01 0.01
H 1.3689 5.4086 0.7011 0.00 -0.02 -0.02
H 1.4039 3.4581 2.1024 -0.02 -0.04 0.01
H 0.7683 1.9525 3.2585 0.00 0.05 0.04
H 1.9236 0.6052 3.2106 0.00 0.02 -0.02
H 0.1859 0.3014 3.2672 -0.03 0.02 -0.02
H 0.0727 2.9788 -2.6620 0.02 0.04 0.01
C 0.0439 -1.3570 0.8833 -0.30 0.24 -0.59
C -0.2488 -2.1046 2.0101 0.16 -0.11 0.05
C 0.6637 -2.2363 3.0937 0.01 0.02 -0.04
C 0.3296 -3.0301 4.1577 -0.09 -0.09 0.07
C -0.9159 -3.6740 4.1760 0.01 -0.03 0.05
C -1.8182 -3.5679 3.1116 0.00 -0.06 0.09
C -1.4811 -2.8120 2.0198 -0.01 0.04 -0.02
H 1.6370 -1.7662 3.0453 -0.03 0.02 0.00
H 1.0243 -3.1691 4.9759 -0.04 0.00 -0.01
H -1.1826 -4.2800 5.0346 0.02 0.01 -0.03
H -2.7709 -4.0791 3.1527 0.03 0.01 0.03
H -2.1695 -2.6966 1.1909 0.02 0.01 0.04
```
Forces are in eV/Å.

Output
E, Eh: -1195.03248
Net charge: +3
E_HOMO, eV: -18.5
Multiplicity: 1
Relative energy (zero: lowest compared OMol25 entry of this formula, charge and spin), kJ/mol: 15.45
HOMO-LUMO gap, Ha: 0.26266
Strongest force on any atom, eV/Å: 1.00

=====

Entry 2:
C16H26CuO12 | ωB97M-V with the def2-TZVPD basis set

The geometry in XYZ format:
```
55
Properties=species:S:1:pos:R:3:forces:R:3
Cu -0.3106 0.9053 0.1285 0.36 -0.96 1.87
C -2.1779 1.2798 -3.2687 1.68 0.76 2.36
C -2.2394 2.4201 -4.1398 1.76 -0.32 1.32
C -1.1577 3.5416 -3.9896 0.86 -1.46 2.43
O -0.9028 4.3934 -4.7892 -0.60 1.69 -2.71
C -0.3571 3.4801 -2.8133 -1.25 -4.95 3.27
C -0.3824 2.3521 -1.8201 0.13 3.98 -3.39
C -1.3998 1.1887 -2.0511 -1.29 1.93 -4.19
O -1.5620 0.2661 -1.2375 0.18 -1.31 1.32
O 0.4393 2.4351 -0.8343 -0.57 -0.83 -0.49
O -3.0804 2.4979 -4.9864 -1.75 0.62 -1.99
H -2.9988 0.6144 -3.3968 -0.38 -0.72 0.00
H 0.4000 4.1541 -2.5614 0.93 1.29 -0.11
C 1.0919 2.7670 2.0306 -0.23 0.37 0.10
O 1.0042 1.3457 2.1363 -0.82 0.60 0.59
H 1.9725 3.1283 2.5641 0.04 0.13 0.09
H 1.1334 3.0329 0.9786 0.06 0.31 0.04
H 0.2019 3.2150 2.4790 0.06 -0.15 -0.03
H 1.8892 1.0732 1.9587 0.69 -0.91 -0.44
C -3.1122 2.2486 0.7334 -0.06 -0.15 -0.80
O -2.5134 1.1727 1.4438 -0.50 0.12 0.56
H -4.1592 2.4680 0.9967 0.35 0.05 0.56
H -2.4539 3.1109 0.8426 -0.27 0.04 0.01
H -3.1635 1.9569 -0.3148 0.19 0.34 -0.25
H -3.0033 0.3897 1.1724 0.42 -0.28 -0.03
C -0.1678 -4.1559 -0.2647 -0.95 0.15 0.39
C -1.5488 -4.1894 0.3934 0.04 -0.64 0.12
O -1.4641 -3.8931 1.8057 -0.07 1.18 0.42
C -1.4011 -2.5707 2.0952 0.57 -0.33 0.40
O -1.4799 -1.6835 1.2940 -0.26 -0.03 -0.03
O -1.1618 -2.3926 3.4206 -0.26 -1.22 -0.85
C -1.0295 -1.0285 3.7738 -0.33 0.97 -0.41
H 0.2211 -3.1318 -0.2047 0.06 -0.31 -0.18
H -0.3084 -4.4649 -1.2975 0.23 0.15 -0.19
H 0.4826 -4.8748 0.2316 0.15 0.14 0.01
H -1.9787 -5.1837 0.4282 0.25 -0.42 -0.21
H -2.3030 -3.6045 -0.1296 0.27 0.61 0.23
H -1.9566 -0.5001 3.5196 0.36 0.10 -0.04
H -0.1882 -0.5803 3.2439 -0.16 0.14 -0.04
H -0.8734 -0.9445 4.8363 0.09 -0.38 0.37
C 3.6197 0.8099 -2.0590 -0.73 -0.69 -0.56
C 2.7041 -0.3969 -2.0107 0.10 -0.61 0.66
O 3.1722 -1.3691 -1.0154 0.04 -0.06 -0.17
C 2.5397 -1.3286 0.1282 0.76 -0.64 0.94
O 1.6727 -0.5867 0.4871 -0.60 0.48 -0.21
O 3.0546 -2.2619 0.9607 0.29 -0.07 -0.29
C 2.4729 -2.2690 2.2493 -0.84 -0.55 1.16
H 3.7076 1.3629 -1.1410 -0.12 0.06 0.49
H 3.1004 1.4365 -2.7789 0.44 0.47 -0.25
H 4.6009 0.4757 -2.4085 -0.10 0.33 -0.04
H 2.8117 -0.9687 -2.9272 -0.28 0.15 -0.21
H 1.6481 -0.2185 -1.7637 0.39 0.41 -0.38
H 2.9257 -3.0774 2.8465 0.24 0.39 -0.51
H 1.4001 -2.5281 2.2212 0.32 0.31 -0.25
H 2.5694 -1.3197 2.8040 0.12 -0.27 -0.48
```
Forces are in eV/Å.

Output
E, Eh: -3168.63563
Net charge: -1
E_HOMO, eV: -3.4
Multiplicity: 1
HOMO-LUMO gap, Ha: 0.21392
Strongest force on any atom, eV/Å: 6.06

=====

Entry 3:
CH6N3O2 | ωB97M-V with the def2-TZVPD basis set

The geometry in XYZ format:
```
12
Properties=species:S:1:pos:R:3:forces:R:3
C 0.4140 -0.6231 0.3749 -0.09 1.28 0.54
N -1.9060 1.0371 0.2783 -0.98 0.30 -0.26
N 1.2945 0.2436 -0.1989 2.04 0.74 0.39
N 0.0972 -1.8030 0.0843 -2.16 -1.14 0.03
O 1.0837 1.3452 -0.5950 -1.46 0.20 -0.77
O 2.5962 -0.0280 0.0557 -0.67 -3.12 0.88
H -1.4068 1.8959 -0.0573 -0.94 -1.24 0.17
H -2.7847 1.3440 0.8113 1.82 -0.69 -1.14
H 0.4653 -2.3934 -0.6649 -0.03 0.33 -0.17
H -0.7976 -2.1568 0.5522 1.94 0.22 -0.34
H -2.1927 0.4090 -0.5193 0.22 1.49 1.03
H 3.1371 0.7294 -0.1212 0.31 1.62 -0.36
```
Forces are in eV/Å.

Output
E, Eh: -355.97462
Net charge: +1
E_HOMO (spin up / spin down), eV: -13.8 / -13.8
Multiplicity: 1
Relative energy (zero: lowest compared OMol25 entry of this formula, charge and spin), kJ/mol: 328.34
HOMO-LUMO gap (spin up / spin down), Ha: 0.27822 / 0.27841
Strongest force on any atom, eV/Å: 3.31

=====

Entry 4:
C4H15CoN2O | ωB97M-V with the def2-TZVPD basis set

The geometry in XYZ format:
```
23
Properties=species:S:1:pos:R:3:forces:R:3
C 1.6519 -1.5252 -1.1135 0.50 0.01 -0.04
Co -0.3906 0.0106 -1.3142 0.30 -0.01 -0.32
N 1.0976 1.5431 -1.0284 0.99 0.08 -0.07
H 0.6526 -1.6755 -0.6609 0.07 0.23 -0.20
H -1.7663 0.2725 -1.9479 -0.68 -0.23 -0.75
H 1.9457 -2.4662 -1.5672 -0.03 -0.27 0.10
H 2.3656 -1.2643 -0.3258 -0.12 0.00 -0.13
H 1.7049 -0.7775 -1.9196 -0.30 -0.16 0.36
H 1.2962 1.7150 -0.0350 -0.28 -0.07 -0.50
H 0.5358 2.3067 -1.3895 0.06 0.01 0.17
H 1.9863 1.5300 -1.5331 -0.28 0.14 0.17
C -1.2228 -0.2265 2.7730 0.15 0.05 -0.01
N -2.1958 0.7213 2.2450 0.12 0.01 -0.76
C -3.3918 1.0288 3.0080 -0.16 0.13 -0.22
C -2.0171 1.2588 1.0329 1.30 -0.52 -0.29
O -0.9806 1.0985 0.3411 -1.70 0.51 2.10
H -1.4880 -0.4138 3.8150 0.24 -0.04 -0.12
H -0.2087 0.1943 2.7094 -0.23 -0.13 0.03
H -1.2503 -1.1813 2.2222 0.01 0.29 0.08
H -3.5159 2.1082 3.0900 -0.02 0.10 0.18
H -4.2872 0.6291 2.5301 -0.09 -0.15 0.02
H -3.2895 0.5963 3.9960 -0.09 0.08 0.11
H -2.8652 1.8666 0.6776 0.24 -0.04 0.09
```
Forces are in eV/Å.

Output
E, Eh: -1728.77007
Net charge: -1
E_HOMO (spin up / spin down), eV: 0.9 / -2.9
Multiplicity: 4
Relative energy (zero: lowest compared OMol25 entry of this formula, charge and spin), kJ/mol: 0.00
HOMO-LUMO gap (spin up / spin down), Ha: 0.08762 / 0.22841
Strongest force on any atom, eV/Å: 2.75

=====

Entry 5:
C2H7NO2S2 | ωB97M-V with the def2-TZVPD basis set

The geometry in XYZ format:
```
14
Properties=species:S:1:pos:R:3:forces:R:3
C -1.4480 1.0102 0.0893 0.40 -0.16 -3.83
C -1.0407 -0.3963 -0.1397 4.18 2.18 -0.87
N 1.9857 -1.0325 0.0760 -1.91 -2.14 2.09
O 0.6484 -0.4616 2.2322 0.89 0.32 -0.50
O 1.4082 1.2883 0.5413 -0.17 -0.70 0.30
S -0.7937 -0.8905 -1.8461 0.59 1.37 0.29
S 0.9380 -0.0431 0.8764 -2.25 -2.10 -1.11
H -1.8605 1.0488 1.0206 -1.20 0.73 2.47
H -0.5297 1.5689 -0.0170 -0.55 1.15 -0.12
H -2.1579 1.1771 -0.7423 0.00 0.81 0.74
H -1.6972 -0.9321 0.4304 -0.88 -2.71 1.27
H 2.6771 -0.6313 -0.4313 2.30 1.75 -1.70
H 2.0859 -2.0517 0.1785 -0.63 1.02 0.36
H -0.2156 0.3457 -2.2683 -0.78 -1.54 0.62
```
Forces are in eV/Å.

Output
E, Eh: -1081.92415
SMILES string: C[C@@H](S)S(N)(=O)=O
E_HOMO, eV: -9.0
Multiplicity: 1
Relative energy (zero: lowest compared OMol25 entry of this formula, charge and spin), kJ/mol: 296.42
HOMO-LUMO gap, Ha: 0.34433
Strongest force on any atom, eV/Å: 4.79

=====

Entry 6:
H18NaO9 | ωB97M-V with the def2-TZVPD basis set

The geometry in XYZ format:
```
28
Properties=species:S:1:pos:R:3:forces:R:3
Na 4.0690 -20.6870 -13.6280 0.11 -0.35 -0.75
O 2.0360 -22.0210 -12.9830 -0.36 0.40 0.67
H 1.3350 -21.5340 -12.5220 -0.06 0.09 -0.52
H 2.3630 -22.5500 -12.2510 0.32 -0.59 -0.14
O 4.3020 -23.3210 -13.7980 -0.31 -0.01 0.04
H 3.4730 -23.7730 -13.9790 -0.21 0.04 -0.09
H 4.9550 -24.0160 -13.9080 0.41 0.09 0.03
O 5.8020 -20.7320 -15.7490 -0.44 -1.69 -1.74
H 5.3750 -20.5530 -16.6270 0.83 -0.01 1.34
H 5.9640 -19.9000 -15.3500 -0.17 1.48 0.02
O 6.6950 -21.7080 -13.2400 -0.33 0.19 0.92
H 6.9530 -21.4370 -14.1140 0.18 -0.06 -0.88
H 7.2960 -21.2480 -12.6450 0.22 -0.08 -0.02
O 4.5020 -20.7220 -11.4150 1.04 0.16 -0.19
H 5.2040 -21.3260 -11.1380 -0.13 -0.02 -0.05
H 3.6860 -21.1020 -11.1390 -0.96 -0.32 0.58
O 5.1110 -18.5770 -14.2580 -0.90 0.35 -0.31
H 4.7760 -17.6730 -14.4040 0.46 -0.58 -0.05
H 6.0220 -18.5180 -13.9880 0.58 0.66 0.64
O 2.4500 -19.0820 -12.8760 2.11 0.32 0.83
H 2.9860 -18.3290 -12.5150 -1.03 -0.95 -0.51
H 1.5960 -18.7570 -13.0830 -1.23 0.75 -0.22
O 3.0910 -20.2460 -15.9340 0.35 1.50 0.70
H 3.2700 -21.1060 -16.2520 0.07 -1.57 -0.58
H 2.1930 -20.2390 -15.6280 -0.81 -0.09 -0.05
O 5.9800 -18.3590 -11.5660 -1.78 -0.27 -0.67
H 5.3970 -19.1610 -11.7510 1.00 1.51 0.69
H 5.3490 -17.5990 -11.6630 1.04 -0.96 0.30
```
Forces are in eV/Å.

Output
E, Eh: -850.11500
Net charge: +1
E_HOMO, eV: -14.3
Multiplicity: 1
Relative energy (zero: lowest compared OMol25 entry of this formula, charge and spin), kJ/mol: 18.49
HOMO-LUMO gap, Ha: 0.40509
Strongest force on any atom, eV/Å: 2.47